(1)
ORCA calculation (the ωB97M-V functional and the def2-TZVPD basis) on a structure of composition C48H48Co2N3O6 at a distorted geometry.

Last column: Löwdin charge in e.
Positions of all 107 atoms, in Å:
H: -1.205 6.353 -2.771  0.10
C: -4.084 2.359 -2.557  -0.19
H: -2.852 -5.367 1.338  0.09
H: 0.129 -6.770 -2.206  0.11
C: 0.582 -3.667 0.100  -0.09
O: -2.701 -0.371 -4.439  0.08
C: -1.517 7.345 -3.119  -0.05
H: -0.197 -1.060 6.573  0.08
N: 0.618 -2.429 0.861  0.02
H: 2.378 -2.980 -3.597  0.08
H: 2.997 -1.417 -3.015  0.08
H: -0.150 -5.070 3.930  0.07
H: 2.308 -1.958 -0.709  0.11
H: -0.495 -2.478 -1.806  0.09
H: 1.263 -1.745 -2.952  0.08
H: -2.102 0.297 1.082  0.11
H: 1.068 -4.355 2.837  0.06
C: 0.245 -5.080 2.906  -0.07
O: -4.604 1.488 -1.983  0.06
C: -3.181 5.026 -4.452  -0.29
C: -1.112 3.028 -2.594  -0.15
N: 1.353 -0.984 2.296  0.00
N: 1.416 -2.302 1.948  0.12
H: -4.642 -1.374 -1.976  0.11
H: -2.517 -5.417 3.068  0.08
H: 0.834 1.786 2.031  0.04
C: -0.455 -5.798 -0.365  -0.02
O: -0.095 2.681 -5.983  0.12
H: -3.327 6.517 -5.895  0.11
H: -0.366 1.473 0.553  0.03
C: -2.821 8.718 -4.657  -0.07
C: 0.552 -0.240 1.382  -0.25
C: -3.594 5.022 -1.995  -0.13
H: 4.601 -2.612 -1.423  0.07
H: 0.643 -6.085 2.696  0.09
C: -5.834 4.360 -3.311  -0.09
C: 4.067 0.567 4.375  -0.03
C: -2.083 -5.599 2.080  -0.08
C: 1.876 -1.134 4.702  -0.12
H: 0.461 -2.481 3.942  0.09
H: 2.373 -1.113 6.797  0.11
C: 1.368 -3.800 -1.061  -0.15
C: 0.016 -1.210 0.554  -0.12
C: 1.178 -3.349 5.753  -0.08
C: -0.897 2.562 -5.153  -0.15
H: -4.339 0.081 0.039  0.10
H: -1.307 -2.112 5.654  0.08
H: 4.964 1.173 4.237  0.10
H: 2.057 -3.828 5.301  0.09
C: 3.851 0.424 1.842  -0.37
C: -2.258 -0.359 0.224  -0.02
Co: -2.144 2.436 -3.915  0.01
C: 0.259 -5.901 -1.557  -0.05
C: 2.437 -2.774 -1.429  -0.38
H: 4.526 2.465 2.217  0.09
H: 4.257 0.494 6.527  0.10
C: 2.626 -0.724 5.807  -0.04
H: -2.556 10.840 -4.531  0.09
C: -2.588 -1.995 -2.023  -0.09
C: -0.848 -4.716 1.904  -0.37
C: -2.256 9.871 -4.131  -0.12
H: -3.531 3.346 -5.837  0.08
C: 1.188 -4.918 -1.882  -0.03
C: -3.665 -1.277 -1.506  -0.10
C: -1.298 9.770 -3.107  -0.13
O: -6.972 4.562 -3.309  0.10
H: 4.613 -0.717 0.161  0.08
H: 5.371 -1.123 1.718  0.09
H: -2.701 -2.636 -2.899  0.11
H: 3.960 -3.745 -0.216  0.08
C: -0.939 8.508 -2.608  -0.10
H: 5.109 1.756 0.702  0.08
C: 3.694 0.155 5.651  -0.07
H: 1.430 -3.074 6.785  0.07
H: -0.192 8.414 -1.816  0.10
C: 3.333 0.171 3.252  -0.12
C: 2.150 -0.576 3.436  -0.07
C: 2.254 -2.201 -2.833  -0.05
C: -3.183 3.697 -4.864  -0.28
H: 0.368 -4.088 5.788  0.07
C: -0.456 -1.427 5.570  -0.05
O: -3.349 5.779 -1.153  0.12
H: -0.760 -0.572 4.954  0.09
H: 5.830 1.240 2.241  0.07
C: -2.435 0.740 -4.250  -0.16
H: 3.739 -1.704 1.353  0.05
H: 3.990 -4.213 -1.931  0.08
C: -1.349 -1.923 -1.413  -0.02
C: 0.328 1.139 1.319  0.02
C: -0.257 -4.723 0.503  -0.12
C: -3.503 -0.470 -0.380  -0.09
Co: -4.066 3.993 -3.328  0.06
C: 0.742 -2.128 4.938  -0.39
H: -1.827 -6.663 2.014  0.08
C: 4.422 -0.856 1.232  -0.06
H: -1.161 -6.581 -0.090  0.11
H: 1.794 -5.007 -2.784  0.11
H: -0.827 10.669 -2.711  0.08
C: -1.173 -1.139 -0.246  -0.14
C: 3.832 -3.373 -1.241  -0.07
H: -1.150 -3.677 2.100  0.14
H: -3.552 8.762 -5.470  0.10
O: -0.428 3.419 -1.748  0.09
C: -2.966 6.279 -4.884  -0.10
C: -2.449 7.431 -4.181  -0.24
C: 4.892 1.541 1.755  -0.08
H: 2.973 0.729 1.258  0.12

Summary:
**Total charge**: -1
**DFT total energy**: -5239.00978 Eh
**ΔE to the lowest compared entry with this formula, charge and spin**: 0.032 eV

---

(2)
ORCA calculation (the ωB97M-V functional and the def2-TZVPD basis) on a structure of composition C21H28IrN11O2PS2.

Last column: Mulliken spin population.
Positions of all 66 atoms, in Å:
N: -0.892 -0.991 -4.453  0.02
H: 0.483 0.517 7.265  0.00
H: -1.790 2.664 -3.762  0.00
O: -0.260 1.088 4.029  0.00
H: -3.074 -4.885 -0.838  0.00
H: 1.276 1.638 5.199  0.00
C: -2.037 -4.619 -1.019  0.00
C: 2.187 -0.883 0.883  0.00
C: -4.410 0.824 5.188  0.00
H: 0.783 -5.783 -2.453  0.00
N: 0.301 -1.848 -0.173  0.01
C: 0.616 -3.902 -1.462  -0.01
H: -2.013 -1.889 0.913  0.00
C: -3.432 -1.707 -0.695  0.00
S: -0.312 -1.828 3.453  0.00
N: -1.452 2.086 -3.012  0.02
N: -0.466 -0.065 -2.565  0.01
C: -1.091 0.802 -3.366  -0.01
C: 3.575 0.668 1.686  0.01
Ir: -0.149 0.189 -0.509  0.76
N: -0.872 4.080 -1.842  0.00
C: -0.892 2.763 -1.944  -0.01
N: -1.367 0.270 -4.546  0.00
N: -0.369 -1.200 -3.299  0.02
H: -2.843 -0.938 -1.199  0.01
S: -1.570 0.744 1.489  0.07
H: -4.215 -1.204 -0.125  0.00
C: -1.579 -3.403 -0.528  -0.02
H: -0.828 -0.266 6.361  0.00
P: -1.110 -0.064 3.254  0.01
N: 1.747 0.335 0.415  0.08
H: 2.667 -4.413 -1.683  0.00
C: 2.018 -3.563 -1.923  0.00
H: 4.376 1.187 2.192  0.00
C: 0.117 -5.125 -1.904  0.00
C: -0.200 0.622 6.418  0.00
H: -1.568 -6.448 -2.049  0.00
C: 2.563 1.270 0.913  -0.01
C: 2.067 -3.301 -3.430  0.00
H: 1.383 -2.494 -3.695  0.00
N: -0.246 4.301 -0.667  0.00
H: 3.080 -3.027 -3.735  0.00
H: -3.176 -3.196 0.844  0.00
C: 1.409 -2.003 0.524  0.02
H: -3.897 -2.328 -1.465  0.00
H: -3.951 0.670 6.166  0.00
H: 1.723 -3.000 0.821  0.00
H: 3.884 -1.482 2.179  0.00
H: -0.840 1.489 6.594  0.00
C: -0.234 -3.049 -0.734  0.01
H: 2.390 2.314 0.709  0.00
H: 1.162 -0.109 4.910  0.00
C: -1.199 -5.493 -1.691  0.00
C: 0.587 0.793 5.131  0.00
C: 3.334 -0.706 1.670  0.00
N: -0.314 2.174 -0.900  0.00
C: -3.347 1.043 4.132  0.01
O: -2.488 -0.090 4.142  0.00
H: -5.073 1.689 5.246  0.00
H: -3.789 1.153 3.139  0.00
H: -2.771 1.951 4.339  0.00
H: 1.769 -4.188 -3.993  0.00
C: -2.548 -2.542 0.231  0.01
H: -5.007 -0.058 4.952  0.00
N: 0.087 3.192 -0.108  0.00
H: 2.434 -2.703 -1.405  0.00

Summary:
**Total charge**: -2
**DFT total energy**: -2812.05915 Eh
**Spin multiplicity**: 2
**ΔE to the lowest compared entry with this formula, charge and spin**: 0.000 eV
**<S²>**: 0.754

---

(3)
ORCA calculation (the ωB97M-V functional and the def2-TZVPD basis) on a cluster of 2 separate species, C9H14O in total at a distorted geometry.

Last column: Löwdin charge in e.
Positions of all 24 atoms, in Å:
H: -0.771 2.677 0.695  0.08
C: -1.092 1.949 1.459  -0.06
O: 1.722 -2.977 1.473  0.04
C: -0.311 -1.738 1.732  -0.02
H: 1.118 -3.634 1.161  0.08
C: 1.052 -1.767 1.494  -0.33
H: 1.722 1.425 0.762  0.12
H: 0.818 0.457 -3.950  0.06
C: -0.910 -0.483 1.655  -0.05
H: -0.875 0.823 -4.230  0.06
H: -2.152 1.786 1.401  0.07
H: -0.574 0.587 -1.289  0.04
H: -0.978 -2.561 1.945  0.11
H: 0.102 1.899 -3.308  0.06
C: -0.215 0.734 1.382  -0.31
C: -0.467 0.048 -2.223  -0.16
H: -1.941 -0.306 1.913  0.10
H: 0.202 -0.797 -1.982  0.07
H: 2.807 -0.862 0.974  0.12
H: -0.774 2.440 2.383  0.08
C: 1.148 0.622 1.225  -0.06
H: -1.344 -0.549 -2.494  0.06
C: -0.088 0.836 -3.468  -0.17
C: 1.801 -0.610 1.290  -0.01

Summary:
**SMILES**: Cc1ccc(O)cc1.CC
**DFT total energy**: -426.53889 Eh
**ΔE to the lowest compared entry with this formula, charge and spin**: 0.922 eV